(1)
This record from the Open Molecules 2025 dataset describes an isolated molecule of C10H8. The level of theory is ωB97M-V/def2-TZVPD.

Geometry as XYZ:
```
18
Properties=species:S:1:pos:R:3:forces:R:3:lowdin_charge:R:1
C 0.0786 2.4639 0.0927 -3.35 0.88 0.00 0.13
C -0.4577 1.2488 0.4316 2.41 -0.07 -0.33 -0.20
C -2.8114 0.1778 0.6879 4.97 2.22 -0.77 0.15
C -1.6925 0.6520 0.5533 -3.94 -0.18 0.27 -0.11
C 1.4217 2.6718 0.0959 0.28 -2.69 -0.44 -0.07
C 1.8198 1.3536 -0.0807 3.52 0.35 0.54 -0.06
C -0.3540 -1.8666 0.3986 -1.45 0.30 0.45 -0.12
C -0.2214 -1.6486 -1.0558 0.27 -1.59 -1.76 -0.11
C 0.7474 -0.9343 -0.1056 -2.29 0.67 -0.45 -0.19
C 0.7347 0.4909 0.1318 -0.81 -0.52 0.61 -0.16
H -3.7804 0.0693 0.8709 -3.41 -0.92 0.59 -0.01
H 1.9837 3.5225 0.1074 1.23 2.03 0.16 0.08
H 2.9200 1.0445 -0.1424 -1.82 0.27 -0.34 0.14
H -1.3499 -1.4403 0.7939 2.55 -0.84 -0.31 0.09
H -0.0366 -2.8009 0.8266 0.06 -0.22 0.05 0.10
H 0.3468 -2.4548 -1.5949 -0.76 0.86 0.39 0.11
H -1.0477 -1.2515 -1.6969 0.94 0.21 1.06 0.12
H 1.6988 -1.2983 -0.3143 1.62 -0.77 0.28 0.12
```
Forces are in eV/Å.

- SMILES string: C#CC1=C=CC=C1C1CC1
- HOMO (spin up / spin down): -8.053 / -8.072 eV
- E_tot: -385.545279 a.u.
- LUMO (spin up / spin down): -0.0551 / -0.0214 hartree
- Relative energy (zero: lowest compared OMol25 entry of this formula, charge and spin): 634.8 kJ/mol

(2)
This record from the Open Molecules 2025 dataset describes a structure of composition C10H8ClF6N3O7S3W. The level of theory is ωB97M-V/def2-TZVPD.

Geometry as XYZ:
```
39
Properties=species:S:1:pos:R:3:forces:R:3:lowdin_charge:R:1
W -0.0896 0.9271 1.2722 0.49 0.15 0.26 1.58
F 0.2067 -4.4123 1.5456 -0.03 0.00 0.00 0.22
C -0.2603 -3.2554 1.1543 0.13 -0.05 0.04 -0.68
F -1.4240 -3.3844 0.5514 -0.08 0.01 -0.01 0.19
F 0.6062 -2.6584 0.3293 -0.02 -0.02 0.01 0.14
S -0.4570 -2.1419 2.6248 -0.04 0.30 -0.27 0.73
O -0.7817 -0.8442 1.8785 -0.22 -0.14 0.10 -0.47
O -1.4913 -2.5973 3.4575 -0.04 -0.05 0.01 -0.14
N 0.9231 -2.0088 3.2812 0.06 -0.22 0.25 -0.26
S 2.1361 -1.1617 2.7919 -0.10 0.33 -0.14 0.73
O 3.0780 -1.8126 1.9664 0.09 0.05 -0.03 -0.18
O 1.6255 0.1629 2.2397 -0.16 -0.15 -0.21 -0.56
C 2.9154 -0.6295 4.4009 -0.04 -0.08 -0.07 -0.69
F 3.9186 0.1633 4.0933 0.01 0.01 0.01 0.20
F 3.3262 -1.7100 5.0160 0.00 0.04 0.01 0.21
F 2.0090 0.0121 5.1088 0.00 0.01 0.01 0.19
N -0.2295 4.4656 0.8281 -0.04 -0.03 -0.01 0.17
C 0.9955 4.1015 0.5240 0.28 0.19 -0.15 -0.76
N 1.8232 4.9394 -0.0852 -0.19 -0.03 0.08 0.15
S 1.7118 2.5614 0.9276 -0.03 -0.14 0.10 0.76
H -0.5644 5.3939 0.6130 -0.02 0.00 0.02 0.15
H -0.8313 3.8567 1.3669 0.00 0.02 0.01 0.08
H 1.5787 5.9043 -0.2542 0.01 0.00 0.00 0.14
H 2.7582 4.6466 -0.3210 0.01 0.01 0.00 0.12
Cl -3.5729 -3.4667 -4.8550 -0.02 -0.02 -0.01 0.84
C -2.6159 -2.2306 -4.2030 0.01 0.04 0.07 -0.62
C -2.8203 -1.8387 -2.8709 -0.01 -0.05 -0.07 -0.05
C -2.0553 -0.8452 -2.3213 -0.05 0.01 0.06 0.02
C -1.0709 -0.2328 -3.1204 0.07 -0.06 -0.29 -0.17
C -0.8680 -0.6227 -4.4729 -0.07 -0.06 0.06 0.04
C -1.6428 -1.6231 -5.0020 0.02 0.03 0.02 -0.05
C -0.2234 0.7962 -2.7473 0.12 0.14 -0.26 -0.02
O 0.5386 1.6269 -2.7117 -0.18 -0.14 0.14 0.33
O -0.6021 0.8462 -0.3593 0.05 -0.08 0.32 -0.46
H -3.5897 -2.3266 -2.2895 0.00 0.01 0.00 0.13
H -2.2185 -0.5351 -1.3014 0.06 0.06 -0.01 0.11
H -0.1121 -0.1404 -5.0788 0.00 0.01 0.01 0.15
H -1.5090 -1.9417 -6.0260 0.00 0.00 0.00 0.13
O -1.1207 2.0160 2.0485 -0.09 -0.09 -0.06 -0.40
```
Forces are in eV/Å.

- Net charge: +2
- HOMO: -15.842 eV
- E_tot: -3397.354368 a.u.
- LUMO: -0.2686 hartree
- Relative energy (zero: lowest compared OMol25 entry of this formula, charge and spin): 0.0 kJ/mol

(3)
This record from the Open Molecules 2025 dataset describes an isolated molecule of C10H8ClNO3S2. The level of theory is ωB97M-V/def2-TZVPD.

Geometry as XYZ:
```
25
Properties=species:S:1:pos:R:3:forces:R:3:lowdin_charge:R:1
O 3.2868 -1.3554 -3.6192 -0.42 1.10 0.37 0.08
O 0.6512 -1.5876 2.8925 -0.59 0.41 -1.01 -0.33
O 1.7341 0.5095 2.1793 -2.53 -1.32 -1.40 -0.34
Cl -5.0068 1.6823 0.4374 -0.04 0.20 -0.21 0.69
S 1.6204 1.0766 -1.0269 0.58 -1.21 -0.69 1.02
C 2.6507 -0.7623 -2.7618 1.16 -1.24 -1.68 -0.52
C 1.5510 -0.6666 -0.7559 -0.42 -1.40 2.38 -0.58
C 1.1891 -1.3766 0.3466 -0.44 2.26 0.44 -0.17
C -2.3277 1.9332 0.8181 1.18 1.58 -0.72 -0.11
C -3.3043 -0.1917 1.3170 0.14 0.40 -0.43 -0.10
C -1.0684 1.4658 1.1743 0.65 -1.70 0.35 -0.07
C -2.0610 -0.7018 1.6348 0.99 -0.70 -0.06 -0.05
C -3.4284 1.1114 0.8218 -0.02 -0.67 1.01 -0.67
C -0.9053 0.0883 1.5258 -0.49 1.86 0.01 -0.27
N 2.0297 -1.4438 -1.7734 -0.03 0.92 -0.49 0.09
C 2.4933 0.7323 -2.6222 -0.50 0.74 -0.24 -0.30
S 0.7395 -0.5581 1.8675 2.23 0.02 1.38 0.69
H 1.1967 -2.4499 0.3334 -0.08 -0.20 0.28 0.09
H -2.3096 2.9872 0.4677 -0.70 -0.85 0.33 0.13
H -4.1843 -0.8005 1.4159 -0.16 -0.17 -0.02 0.10
H -0.1977 2.1386 1.1760 -0.50 -0.41 -0.02 0.11
H -1.9646 -1.7591 1.9231 -0.05 0.61 0.02 0.13
H 2.2421 -2.4256 -1.6477 -0.14 0.19 -0.05 0.18
H 3.4772 1.1976 -2.6804 -0.04 -0.04 0.25 0.10
H 1.8963 1.1563 -3.4436 0.19 -0.37 0.18 0.10
```
Forces are in eV/Å.

- SMILES string: O=C1CS/C(=C\S(=O)(=O)c2ccc(Cl)cc2)N1
- HOMO: -9.200 eV
- E_tot: -1922.879388 a.u.
- LUMO: 0.0000 hartree